No. 1
15 unconnected molecules or ions with the total composition C45H128N8O15, computed with the ωB97M-V functional and the def2-TZVPD basis.

## Properties
* orbital gap: 9.05 eV
* energy: -91366.31963 eV
* multiplicity: 1
* maximum force: 0.0686 Eh/bohr
* HOMO energy: -0.3221 Eh

Last column: Löwdin charge in e.
Element x y z (Å)
C 3.710 -1.451 -2.625  -0.045
C 3.824 -0.265 -1.586  -0.295
O 4.270 0.828 -2.297  -0.119
H 3.244 -1.140 -3.560  0.065
H 3.103 -2.236 -2.174  0.057
H 4.677 -1.870 -2.902  0.069
H 4.568 -0.382 -0.798  0.112
H 2.821 0.014 -1.262  0.093
H 5.146 0.670 -2.657  0.099
C 3.202 0.796 2.154  -0.076
C 2.054 1.843 2.084  -0.321
O 0.847 1.285 2.442  -0.063
H 4.201 1.231 2.157  0.070
H 3.209 0.009 1.400  0.038
H 3.051 0.321 3.124  0.065
H 2.084 2.222 1.062  0.090
H 2.512 2.599 2.721  0.096
H 0.547 0.790 1.676  0.033
C 3.613 -3.494 1.870  -0.094
C 2.308 -4.120 1.816  -0.363
O 2.368 -5.476 2.148  -0.093
H 4.049 -3.278 2.846  0.081
H 3.661 -2.527 1.370  0.059
H 4.396 -4.113 1.432  0.075
H 1.937 -4.078 0.792  0.088
H 1.547 -3.726 2.490  0.111
H 2.642 -6.038 1.419  0.002
C -4.682 5.118 1.966  -0.064
C -5.539 3.873 2.096  -0.369
O -5.004 2.911 2.897  -0.086
H -4.525 5.527 2.964  0.067
H -5.133 5.838 1.284  0.076
H -3.700 4.779 1.636  0.049
H -5.666 3.346 1.151  0.096
H -6.583 4.064 2.346  0.111
H -4.308 2.490 2.387  0.013
C 0.000 -1.462 0.529  -0.033
C -0.273 -0.468 -0.600  -0.261
O -0.661 0.803 -0.087  -0.136
H 0.631 -0.957 1.260  0.065
H 0.486 -2.378 0.194  0.071
H -0.902 -1.809 1.031  0.051
H -1.042 -0.814 -1.291  0.091
H 0.551 -0.172 -1.249  0.090
H -0.639 1.464 -0.783  0.000
C -1.378 3.572 3.638  -0.071
C -1.995 4.798 4.387  -0.317
O -1.445 5.091 5.641  -0.054
H -1.424 2.646 4.211  0.044
H -0.306 3.745 3.552  0.063
H -1.752 3.315 2.646  0.048
H -3.047 4.553 4.531  0.090
H -2.035 5.578 3.627  0.103
H -1.241 4.261 6.077  0.084
C -4.437 -1.033 -2.195  -0.046
C -4.015 0.383 -2.140  -0.425
C -3.938 1.149 -3.507  -0.170
O -3.425 2.455 -3.375  -0.233
C -3.137 3.156 -4.580  -0.082
N -4.888 1.115 -1.270  0.038
H -5.204 -1.201 -2.952  0.088
H -4.774 -1.361 -1.211  0.080
H -3.603 -1.655 -2.516  0.058
H -2.998 0.365 -1.748  0.122
H -4.898 1.132 -4.023  0.128
H -3.217 0.618 -4.128  0.117
H -4.012 3.111 -5.229  0.091
H -2.250 2.844 -5.132  0.074
H -2.908 4.214 -4.457  0.091
H -5.864 1.057 -1.524  0.101
H -4.649 2.096 -1.296  0.075
C 6.270 5.312 4.786  -0.076
C 5.644 4.350 5.764  -0.466
C 4.388 3.711 5.171  -0.219
O 3.687 3.022 6.194  -0.151
C 2.563 2.378 5.680  -0.131
N 6.613 3.350 6.111  0.039
H 5.645 6.202 4.707  0.077
H 6.408 4.780 3.845  0.077
H 7.226 5.757 5.063  0.077
H 5.362 4.917 6.651  0.144
H 4.739 3.131 4.318  0.115
H 3.743 4.484 4.752  0.126
H 2.140 1.947 6.587  0.090
H 2.765 1.556 4.993  0.073
H 1.743 2.955 5.252  0.085
H 6.250 2.757 6.845  0.071
H 6.639 2.677 5.358  0.068
C -0.904 -4.748 -3.891  -0.059
C -2.067 -3.830 -4.411  -0.395
C -1.595 -2.506 -5.019  -0.192
O -1.083 -1.618 -3.998  -0.212
C -0.092 -0.694 -4.453  -0.091
N -2.840 -4.733 -5.339  0.042
H -1.210 -5.497 -3.161  0.070
H -0.252 -4.091 -3.316  0.057
H -0.219 -5.086 -4.669  0.070
H -2.699 -3.485 -3.594  0.112
H -2.456 -2.045 -5.503  0.117
H -0.817 -2.693 -5.760  0.119
H 0.662 -1.214 -5.044  0.088
H 0.338 -0.273 -3.544  0.058
H -0.514 0.149 -5.001  0.071
H -2.290 -4.778 -6.185  0.061
H -3.619 -4.148 -5.604  0.054
C 0.989 2.937 -5.561  -0.057
C 2.152 2.284 -4.880  -0.429
C 3.504 3.021 -5.105  -0.168
O 3.920 3.140 -6.486  -0.200
C 5.146 3.897 -6.630  -0.091
N 1.888 2.042 -3.492  0.068
H 0.119 2.281 -5.549  0.047
H 1.266 3.088 -6.604  0.084
H 0.658 3.855 -5.075  0.083
H 2.188 1.304 -5.356  0.132
H 4.318 2.602 -4.513  0.111
H 3.368 4.026 -4.706  0.112
H 5.027 4.851 -6.118  0.082
H 5.296 4.083 -7.693  0.084
H 5.994 3.326 -6.251  0.081
H 1.851 2.869 -2.912  0.042
H 2.641 1.495 -3.100  0.039
C -2.762 0.459 3.278  -0.037
C -3.384 0.179 1.923  -0.409
C -4.867 -0.363 1.987  -0.095
O -4.968 -1.616 2.796  -0.251
C -6.337 -1.992 2.956  -0.096
N -3.277 1.363 1.135  0.072
H -3.298 1.252 3.800  0.085
H -1.700 0.688 3.185  0.061
H -2.849 -0.487 3.812  0.069
H -2.775 -0.658 1.583  0.116
H -5.288 -0.560 1.001  0.097
H -5.507 0.425 2.385  0.113
H -6.943 -1.176 3.352  0.088
H -6.355 -2.892 3.570  0.089
H -6.792 -2.224 1.994  0.080
H -2.324 1.308 0.806  0.042
H -3.794 1.182 0.287  0.026
C 1.282 -7.106 -1.061  -0.049
C 2.818 -7.013 -1.208  -0.380
C 3.189 -5.613 -1.872  -0.184
O 2.522 -5.336 -3.075  -0.195
C 2.892 -6.213 -4.116  -0.102
N 3.336 -7.137 0.139  0.031
H 0.915 -8.021 -0.596  0.079
H 0.711 -6.939 -1.975  0.063
H 0.821 -6.349 -0.426  0.074
H 3.152 -7.848 -1.823  0.120
H 4.264 -5.557 -2.040  0.119
H 2.950 -4.788 -1.202  0.111
H 2.952 -7.269 -3.854  0.081
H 3.906 -5.923 -4.390  0.087
H 2.265 -6.137 -5.005  0.087
H 4.282 -6.788 0.085  0.087
H 3.515 -8.094 0.410  0.101
C -1.783 4.019 -0.448  -0.045
C -0.757 3.891 -1.553  -0.385
C 0.658 4.136 -1.028  -0.139
O 1.667 4.441 -2.031  -0.222
C 2.871 4.913 -1.517  -0.113
N -0.862 2.543 -2.153  0.074
H -1.631 3.252 0.311  0.058
H -2.775 3.852 -0.868  0.077
H -1.753 5.059 -0.121  0.089
H -0.974 4.600 -2.352  0.135
H 0.896 3.228 -0.476  0.111
H 0.609 4.985 -0.346  0.131
H 3.662 4.987 -2.264  0.086
H 3.204 4.306 -0.675  0.089
H 2.769 5.938 -1.160  0.088
H -0.078 2.283 -2.734  0.045
H -1.700 2.338 -2.677  0.051
C -1.231 -4.697 3.835  -0.051
C -2.163 -3.667 3.224  -0.424
C -2.751 -4.122 1.877  -0.182
O -1.745 -4.056 0.876  -0.210
C -2.198 -3.842 -0.446  -0.111
N -3.233 -3.386 4.182  0.058
H -0.496 -4.916 3.061  0.064
H -1.713 -5.568 4.279  0.083
H -0.594 -4.238 4.592  0.071
H -1.618 -2.754 2.982  0.119
H -3.611 -3.536 1.553  0.111
H -3.070 -5.165 1.861  0.128
H -2.921 -4.503 -0.925  0.096
H -1.373 -3.814 -1.158  0.070
H -2.497 -2.795 -0.489  0.067
H -3.806 -2.691 3.726  0.014
H -3.832 -4.198 4.233  0.068
C -0.390 -0.832 5.763  -0.156
O -0.031 0.532 5.637  -0.124
H 0.023 -1.276 6.668  0.079
H -1.467 -0.971 5.860  0.068
H -0.068 -1.427 4.908  0.071
H -0.044 0.713 4.695  0.027


No. 2
A molecular structure, C45H29Cl3F5N4O3PRe, computed with the ωB97M-V functional and the def2-TZVPD basis.

## Properties
* orbital gap (spin up / spin down): 5.13 / 4.94 eV
* expectation value of S²: 0.758
* relative energy (zero: lowest compared OMol25 entry of this formula, charge and spin): 0.000 eV
* charge: +2
* energy: -121801.14083 eV
* multiplicity: 2
* maximum force: 0.0097 Eh/bohr
* HOMO energy (spin up / spin down): -0.4399 / -0.4398 Eh

Last column: Löwdin charge in e.
Element x y z (Å)
Re 1.400 1.868 -0.302  1.379
C -3.283 -10.756 2.687  -0.052
O -2.977 -10.194 1.416  -0.054
C -2.531 -8.934 1.363  -0.269
C -2.226 -8.452 0.081  0.026
C -1.763 -7.172 -0.083  -0.009
C -1.592 -6.329 1.025  -0.165
C -1.892 -6.818 2.296  -0.021
C -2.359 -8.106 2.478  0.001
C -1.101 -4.980 0.807  -0.230
N -0.654 -4.509 -0.343  0.201
C -0.299 -3.225 -0.095  -0.167
C -0.533 -2.885 1.232  -0.118
N -1.051 -4.023 1.793  0.195
C -0.292 -1.584 1.748  -0.051
C -0.562 -1.131 3.049  0.046
C -0.323 0.182 3.372  0.002
C 0.195 1.051 2.412  -0.073
N 0.481 0.643 1.176  -0.062
C 0.251 -0.653 0.838  -0.156
C 0.530 -1.000 -0.517  -0.160
N 1.031 -0.005 -1.293  -0.053
C 1.225 -0.256 -2.583  -0.075
C 0.955 -1.501 -3.153  0.009
C 0.468 -2.523 -2.375  0.057
C 0.238 -2.274 -1.015  -0.054
H -3.601 -11.775 2.491  0.100
H -4.095 -10.208 3.170  0.100
H -2.402 -10.767 3.331  0.100
H -2.365 -9.112 -0.763  0.129
H -1.527 -6.801 -1.070  0.115
H -1.752 -6.208 3.181  0.107
H -2.579 -8.458 3.474  0.109
H -1.341 -4.160 2.745  0.155
H -0.972 -1.804 3.791  0.131
H -0.537 0.564 4.359  0.128
H 0.355 2.094 2.633  0.111
H 1.621 0.551 -3.180  0.100
H 1.143 -1.637 -4.208  0.127
H 0.248 -3.501 -2.780  0.136
Cl 5.309 3.995 5.286  0.753
C 4.157 3.768 4.024  -0.644
C 4.349 2.752 3.101  -0.091
C 3.398 2.617 2.108  -0.510
Cl 3.566 1.323 0.924  0.848
C 2.290 3.429 1.977  -0.441
O 1.390 3.291 0.954  -0.329
C 2.116 4.419 2.933  -0.569
Cl 0.720 5.425 2.857  0.802
C 3.047 4.594 3.949  -0.087
H 5.208 2.100 3.162  0.123
H 2.900 5.375 4.682  0.122
F 6.470 5.021 -4.240  0.174
C 5.491 4.373 -3.644  -0.120
C 4.716 3.468 -4.366  -0.129
F 4.957 3.256 -5.645  0.166
C 3.688 2.794 -3.733  -0.128
F 2.936 1.935 -4.423  0.120
C 3.412 3.004 -2.379  -0.202
O 2.378 2.352 -1.819  -0.295
C 4.193 3.916 -1.673  -0.133
F 3.936 4.149 -0.385  0.113
C 5.225 4.597 -2.298  -0.127
F 5.952 5.459 -1.608  0.161
C -0.079 3.785 -2.709  -0.211
P -0.610 2.762 -1.310  0.958
C -1.778 1.557 -1.982  -0.343
C -2.227 1.654 -3.298  -0.068
C -3.119 0.720 -3.802  -0.048
C -3.572 -0.315 -3.001  -0.047
C -3.140 -0.415 -1.685  -0.053
C -2.247 0.515 -1.181  -0.116
C -1.514 3.866 -0.203  -0.347
C -2.550 3.390 0.600  -0.077
C -3.237 4.258 1.431  -0.055
C -2.906 5.606 1.456  -0.056
C -1.879 6.083 0.656  -0.084
C -1.175 5.217 -0.162  -0.105
H -0.916 4.383 -3.069  0.077
H 0.297 3.146 -3.508  0.057
H 0.724 4.449 -2.394  0.053
H -1.891 2.455 -3.942  0.101
H -3.462 0.806 -4.824  0.119
H -4.271 -1.039 -3.397  0.118
H -3.502 -1.214 -1.053  0.116
H -1.932 0.437 -0.150  0.089
H -2.851 2.352 0.558  0.092
H -4.048 3.887 2.042  0.115
H -3.457 6.286 2.091  0.118
H -1.624 7.134 0.668  0.119
H -0.370 5.609 -0.769  0.106


No. 3
A molecular structure, C45H29Cl72F14NO5PSSi, computed with the ωB97M-V functional and the def2-TZVPD basis.

## Properties
* orbital gap: 5.87 eV
* charge: +1
* energy: -1026496.82936 eV
* multiplicity: 1
* maximum force: 0.1038 Eh/bohr
* HOMO energy: -0.4042 Eh

Last column: Löwdin charge in e.
Element x y z (Å)
C -1.035 -7.503 5.261  -0.205
Si -1.581 -6.541 3.661  0.545
C -1.803 -7.883 2.308  -0.201
C -3.180 -5.603 4.135  -0.234
C -3.661 -4.515 3.055  -0.120
C -4.898 -5.021 2.137  -0.393
F -6.147 -4.980 2.800  0.001
F -4.667 -6.420 1.823  -0.007
C -4.792 -4.221 0.762  -0.086
C -5.757 -3.126 0.202  -0.067
C -7.041 -2.657 1.030  -0.429
O -8.176 -3.038 0.640  -0.047
O -6.954 -1.870 2.207  -0.055
C -7.667 -0.611 2.044  -0.092
C -6.538 0.560 2.154  -0.181
O -5.791 0.274 3.375  -0.061
C -7.184 2.021 2.308  -0.352
F -8.061 2.137 3.421  0.052
F -7.823 2.371 1.077  0.045
F -6.087 2.921 2.539  -0.008
C -5.533 -2.410 -1.182  -0.177
P -6.724 -1.110 -1.879  0.374
S -5.848 0.623 -1.964  0.161
C -4.234 -2.860 -1.945  -0.062
F -4.015 -2.180 -3.179  0.047
N -3.329 -3.839 -1.419  0.061
C -2.095 -4.129 -2.256  -0.049
C -0.764 -3.443 -1.667  -0.154
O -0.359 -2.241 -2.359  -0.144
C -0.338 -1.086 -1.490  -0.071
C 0.841 -1.110 -0.393  -0.258
F 1.827 -2.099 -0.645  0.058
F 0.274 -1.422 0.893  0.042
C 1.559 0.335 -0.428  -0.178
F 0.629 1.424 -0.451  0.081
F 2.346 0.338 -1.645  -0.146
C 2.557 0.607 0.802  -0.213
F 2.934 -0.556 1.518  0.064
F 3.769 1.165 0.258  0.024
C 2.019 1.695 1.865  -0.137
F 2.967 1.725 2.943  0.003
F 0.774 1.281 2.466  0.001
C -3.535 -4.530 -0.136  -0.067
O -2.522 -5.451 0.221  0.044
C -0.128 -5.384 3.155  -0.216
C 0.764 -5.719 1.898  -0.088
C 1.977 -4.828 1.476  -0.059
C 2.386 -3.536 2.283  -0.054
C 1.495 -3.193 3.520  -0.047
C 0.272 -4.087 3.950  -0.106
H -1.926 -8.105 5.688  0.054
H -0.679 -6.699 6.015  0.046
H -0.151 -8.172 4.980  0.045
H -1.214 -8.823 2.644  0.058
H -2.880 -8.233 2.154  0.041
H -1.388 -7.569 1.273  0.020
H -4.041 -6.332 4.332  0.103
H -2.995 -5.056 5.141  0.099
H -2.793 -4.110 2.422  0.109
H -4.061 -3.604 3.650  0.142
H -8.501 -0.503 2.821  0.143
H -8.101 -0.518 0.985  0.121
H -5.879 0.479 1.212  0.150
H -6.488 -0.054 3.998  0.078
H -7.931 -0.982 -1.092  -0.001
H -7.116 -1.464 -3.231  0.012
H -2.250 -3.856 -3.361  0.159
H -1.958 -5.274 -2.240  0.154
H 0.091 -4.214 -1.571  0.157
H -1.011 -3.136 -0.574  0.127
H -1.349 -1.013 -0.938  0.155
H -0.276 -0.161 -2.180  0.166
H 1.905 2.731 1.400  0.186
H -1.656 -4.993 0.364  0.114
H 0.560 -6.634 1.253  0.072
H 2.642 -5.066 0.571  0.093
H 3.282 -2.929 1.939  0.035
H 1.741 -2.279 4.157  0.083
H -0.325 -3.777 4.875  -0.076
C 0.903 3.913 5.731  -2.007
Cl 2.168 4.741 4.797  0.515
Cl -0.655 4.076 4.892  0.519
Cl 1.313 2.191 5.887  0.508
Cl 0.785 4.642 7.346  0.503
C -6.008 6.850 2.147  -2.004
Cl -6.848 5.380 1.609  0.574
Cl -6.368 7.144 3.862  0.524
Cl -4.255 6.640 1.937  0.509
Cl -6.557 8.235 1.180  0.495
C 3.853 -1.863 -4.625  -1.975
Cl 5.342 -2.759 -4.249  0.510
Cl 4.157 -0.757 -5.982  0.496
Cl 2.568 -3.009 -5.069  0.515
Cl 3.346 -0.929 -3.200  0.646
C 7.006 -1.337 0.307  -2.004
Cl 8.318 -2.224 -0.496  0.501
Cl 7.688 -0.261 1.544  0.535
Cl 6.122 -0.373 -0.895  0.530
Cl 5.896 -2.494 1.074  0.530
C 9.557 -2.912 -4.486  -1.986
Cl 9.276 -1.350 -3.684  0.483
Cl 8.569 -3.002 -5.960  0.498
Cl 11.277 -3.062 -4.911  0.462
Cl 9.103 -4.234 -3.387  0.516
C -4.458 10.462 -1.629  -2.012
Cl -4.280 8.758 -1.162  0.485
Cl -6.098 11.017 -1.228  0.515
Cl -3.269 11.446 -0.748  0.517
Cl -4.187 10.630 -3.376  0.498
C -7.935 -6.358 -0.756  -1.906
Cl -7.731 -8.055 -0.275  0.567
Cl -9.589 -5.831 -0.388  0.569
Cl -6.772 -5.344 0.142  0.813
Cl -7.633 -6.194 -2.499  0.540
C -10.587 -3.539 3.647  -1.997
Cl -11.019 -2.245 2.508  0.539
Cl -11.784 -4.847 3.539  0.538
Cl -8.978 -4.174 3.240  0.583
Cl -10.566 -2.890 5.301  0.533
C 4.385 1.321 -9.609  -2.012
Cl 3.845 2.994 -9.864  0.497
Cl 5.394 1.242 -8.148  0.491
Cl 2.970 0.265 -9.410  0.510
Cl 5.332 0.783 -11.013  0.528
C 4.419 6.858 -8.736  -2.010
Cl 4.144 8.418 -7.931  0.509
Cl 3.437 6.775 -10.215  0.518
Cl 6.138 6.700 -9.156  0.492
Cl 3.954 5.537 -7.642  0.496
C 1.995 8.252 8.491  -2.028
Cl 2.948 9.642 9.052  0.523
Cl 2.950 7.308 7.328  0.486
Cl 1.569 7.226 9.878  0.506
Cl 0.510 8.831 7.704  0.514
C 8.992 8.603 -6.581  -2.002
Cl 10.250 9.385 -7.564  0.526
Cl 7.409 8.834 -7.353  0.473
Cl 9.339 6.865 -6.450  0.493
Cl 8.972 9.328 -4.958  0.507
C -2.246 13.579 -5.756  -2.028
Cl -3.886 13.208 -6.331  0.508
Cl -1.836 15.255 -6.179  0.520
Cl -2.179 13.379 -3.992  0.489
Cl -1.086 12.473 -6.522  0.512
C -1.566 -1.331 7.202  -1.985
Cl -0.608 0.055 7.762  0.520
Cl -0.614 -2.279 6.035  0.609
Cl -1.993 -2.357 8.589  0.535
Cl -3.050 -0.747 6.418  0.516
C 10.606 6.339 -2.365  -2.022
Cl 9.707 7.326 -1.192  0.513
Cl 9.460 5.403 -3.351  0.490
Cl 11.566 7.399 -3.419  0.502
Cl 11.687 5.227 -1.499  0.517
C 13.610 -2.150 -1.810  -2.005
Cl 14.634 -0.794 -1.290  0.523
Cl 14.481 -3.121 -3.017  0.516
Cl 13.212 -3.165 -0.408  0.519
Cl 12.112 -1.520 -2.529  0.458
C -7.420 2.659 7.392  -2.016
Cl -6.386 3.996 7.937  0.528
Cl -6.532 1.667 6.213  0.534
Cl -7.875 1.656 8.786  0.522
Cl -8.884 3.314 6.629  0.528
C 11.617 -5.329 -8.131  -2.015
Cl 11.210 -3.854 -9.034  0.517
Cl 13.270 -5.196 -7.493  0.516
Cl 10.478 -5.530 -6.783  0.478
Cl 11.510 -6.735 -9.212  0.523